52
Properties=species:S:1:pos:R:3:forces:R:3 method="wB97M-V/def2-TZVPD" homo_energy_ev=-11.6661 de_lowest_ev=2.0858 gap_ev=9.26 total_charge=+1
Zr 1.1620 -0.1379 0.4457 1.2 -0.8 1.1
Cl 0.0306 -1.2451 2.5116 0.5 0.6 -0.9
Cl 1.9628 0.8371 -1.6416 -0.4 0.0 0.2
Cl 3.6234 -0.1987 1.3201 -1.5 -0.1 -0.4
C -2.4575 -2.5471 -0.4175 0.3 -0.8 -1.3
C -1.4314 -1.6672 -1.2113 -1.3 0.7 0.1
O -0.3482 -1.2679 -0.7219 -2.0 -0.4 -1.2
N -1.8884 -1.2973 -2.4484 -0.3 1.1 0.5
C -1.3337 -0.3411 -3.4462 1.0 -0.8 0.5
H -3.0683 -3.1646 -1.0761 0.3 0.1 -0.9
H -3.2947 -2.0412 0.0634 0.8 0.6 0.7
H -1.9970 -3.3502 0.1578 0.3 0.8 0.6
H -2.8011 -1.5558 -2.7953 0.0 -0.8 0.9
H -0.7793 -1.0421 -4.0701 0.6 0.9 -0.5
H -0.7557 0.4649 -2.9942 0.5 -0.6 0.1
H -2.0703 0.1775 -4.0599 -0.5 -0.5 0.3
C 1.3338 2.2691 3.7567 -1.1 -0.1 0.3
C 1.4392 2.6647 2.2957 0.7 0.1 4.0
O 1.4026 1.7514 1.5027 -0.1 -1.5 -2.7
N 1.5011 3.9425 2.0012 -0.2 -0.3 -0.5
C 1.4138 4.3896 0.6400 0.2 1.3 -0.4
H 2.1029 1.6932 4.2714 0.7 0.5 -0.6
H 0.5632 1.4985 3.7386 -0.4 0.0 0.0
H 0.9704 3.0781 4.3904 0.2 0.0 0.0
H 1.5942 4.6507 2.7152 -0.1 -0.4 0.1
H 2.3516 4.8921 0.4030 0.0 -0.1 -0.4
H 0.6236 5.1399 0.6151 0.0 0.0 -0.3
H 1.2020 3.6038 -0.0851 0.2 -0.1 0.4
C 2.8284 -4.1259 0.6386 -0.6 -0.2 0.9
C 2.2358 -3.3025 -0.4431 1.0 0.4 -0.6
O 1.8140 -2.1510 -0.1997 0.4 -0.5 -0.2
N 2.1571 -3.8327 -1.6800 -0.2 0.1 0.8
C 1.5249 -3.1547 -2.7591 0.2 0.7 -2.1
H 3.4173 -3.5763 1.3728 0.1 0.4 -0.5
H 3.3195 -5.0724 0.4127 -0.2 0.2 -0.5
H 1.9045 -4.3310 1.1795 -0.1 -0.5 0.5
H 2.5128 -4.7537 -1.8928 0.1 0.1 0.6
H 1.7817 -2.0962 -2.8004 -0.4 0.1 0.6
H 0.4614 -3.3351 -2.9153 -0.2 0.1 0.7
H 1.9352 -3.4803 -3.7150 0.3 -0.5 0.1
C -2.1405 2.2681 -1.3164 2.1 0.3 1.4
C -1.7368 1.7360 0.0557 -3.1 -1.3 2.0
O -0.7187 1.0950 0.3284 0.6 0.7 -0.8
N -2.6901 1.8586 1.0267 1.3 -0.2 -0.9
C -2.4744 1.5341 2.4378 -0.3 0.0 0.4
H -2.8000 1.6038 -1.8749 0.5 0.0 -0.1
H -1.0785 2.3399 -1.5511 -0.1 0.0 -2.1
H -2.4914 3.2997 -1.2918 -0.4 -0.3 0.2
H -3.6061 1.8997 0.6031 -0.2 0.5 0.8
H -3.0600 2.2504 3.0142 -0.1 -0.2 0.1
H -1.4413 1.6182 2.7748 0.1 0.4 -0.7
H -2.7066 0.5114 2.7346 -0.4 0.0 -0.4